{"formula": "C43H77N4O30S7Si", "method": "ωB97M-V with the def2-TZVPD basis set", "species": ["C", "C", "O", "C", "C", "N", "C", "C", "C", "C", "N", "C", "C", "C", "C", "N", "C", "C", "C", "C", "O", "C", "C", "C", "C", "C", "C", "N", "C", "C", "C", "C", "Si", "C", "C", "C", "H", "H", "H", "H", "H", "H", "H", "H", "H", "H", "H", "H", "H", "H", "H", "H", "H", "H", "H", "H", "H", "H", "H", "H", "H", "H", "H", "H", "H", "H", "H", "H", "H", "H", "H", "H", "H", "H", "H", "H", "H", "H", "H", "H", "H", "H", "H", "H", "H", "C", "C", "O", "S", "O", "O", "O", "H", "H", "H", "H", "C", "C", "O", "S", "O", "O", "O", "H", "H", "H", "H", "C", "C", "O", "S", "O", "O", "O", "H", "H", "H", "H", "C", "C", "O", "S", "O", "O", "O", "H", "H", "H", "H", "C", "C", "O", "S", "O", "O", "O", "H", "H", "H", "H", "C", "C", "O", "S", "O", "O", "O", "H", "H", "H", "H", "C", "C", "O", "S", "O", "O", "O", "H", "H", "H", "H"], "coordinates": [[4.873682, 0.758471, -1.324109], [4.074380, 2.060276, -1.449889], [2.652271, 1.866552, -1.439837], [1.963967, 1.841479, -0.241626], [2.842424, 1.610855, 0.989151], [1.296802, 3.217408, 0.062054], [2.188906, 4.360441, -0.135136], [2.544782, 4.809417, -1.394151], [3.372689, 5.910326, -1.464594], [3.781753, 6.509734, -0.281349], [3.439264, 6.095449, 0.932539], [2.654508, 5.029954, 0.978671], [0.007279, 3.465701, -0.625997], [-1.093631, 2.521643, -0.162870], [-1.814145, 3.114150, 1.094764], [-0.921093, 3.881961, 1.962376], [-1.610324, 4.858886, 2.805946], [-2.212474, 2.331857, -1.207104], [-2.445203, 3.606087, -2.033900], [-3.827434, 3.741252, -2.589700], [-3.234422, 4.564873, -1.431143], [-0.458317, 1.179102, 0.302857], [0.845166, 0.748158, -0.387617], [1.314226, -0.619477, 0.205783], [0.965529, -0.926608, 1.658776], [1.448596, -2.344441, 2.032616], [0.790601, -2.766110, 3.366617], [1.712269, -2.762442, 4.487989], [2.505594, -3.817039, 4.823187], [3.232376, -3.459122, 5.932698], [2.856589, -2.137066, 6.262960], [1.907282, -1.733475, 5.356994], [0.576275, 0.221820, -2.260847], [-0.982925, -0.857167, -2.284782], [1.978174, -0.862286, -2.873515], [0.342148, 1.582518, -3.535532], [4.201545, -0.096963, -1.263709], [5.474615, 0.584916, -2.214140], [5.531106, 0.746825, -0.456684], [4.431875, 2.834739, -0.770803], [4.290645, 2.465860, -2.440571], [2.235708, 1.584803, 1.893931], [3.534241, 2.446192, 1.129159], [3.455335, 0.722052, 0.904650], [1.082136, 3.198468, 1.060795], [2.173014, 4.312637, -2.280853], [3.704100, 6.312471, -2.410754], [4.432463, 7.375000, -0.337494], [2.352181, 4.680673, 1.964257], [0.174202, 3.503865, -1.698205], [-0.277595, 4.482656, -0.346396], [-2.175981, 2.247715, 1.663743], [-2.646924, 3.728931, 0.761736], [-0.343255, 3.268515, 2.523566], [-0.878250, 5.391893, 3.411259], [-2.302559, 4.357786, 3.493209], [-2.157937, 5.561491, 2.182094], [-3.178910, 2.211503, -0.717351], [-2.018238, 1.534098, -1.918949], [-1.641778, 3.954402, -2.682664], [-4.667334, 3.355593, -2.024535], [-4.071394, 4.562960, -3.250815], [-0.293238, 1.279186, 1.385086], [-1.215851, 0.400186, 0.202088], [0.825435, -1.415930, -0.365722], [2.375729, -0.776205, 0.008312], [-0.115364, -0.942241, 1.809952], [1.416062, -0.258447, 2.395517], [1.170382, -3.051559, 1.250713], [2.526632, -2.318329, 2.198641], [0.339629, -3.750070, 3.244665], [-0.021779, -2.087747, 3.620847], [2.481005, -4.739608, 4.268273], [3.942066, -4.108147, 6.420310], [3.230593, -1.536143, 7.076564], [1.377321, -0.797137, 5.312273], [-1.243705, -1.199362, -1.279182], [-1.841995, -0.345093, -2.715967], [-0.780197, -1.757839, -2.865007], [2.836997, -0.285972, -3.216678], [1.585235, -1.363171, -3.759390], [2.261505, -1.652049, -2.179118], [-0.404967, 2.347565, -3.338042], [0.085180, 1.114317, -4.490060], [1.292651, 2.097516, -3.707945], [-4.548985, -4.706866, 1.908774], [-3.179610, -5.351290, 1.950087], [-2.266818, -4.240880, 1.832133], [-2.893079, -2.961505, 2.546892], [-2.350602, -2.851819, 3.855649], [-2.830772, -1.870806, 1.634211], [-4.383958, -3.482012, 2.665895], [-4.845429, -4.446161, 0.897103], [-5.316964, -5.325578, 2.361357], [-3.023071, -6.055455, 1.138737], [-2.988668, -5.847804, 2.903668], [-0.561650, -0.003603, -8.335184], [-0.752847, -1.423268, -8.826479], [-0.493138, -2.236586, -7.668549], [-0.967311, -1.465682, -6.360191], [-2.257342, -1.915448, -5.977476], [0.108988, -1.469067, -5.429925], [-1.108601, -0.014718, -7.002611], [0.493266, 0.255631, -8.271997], [-1.077903, 0.716343, -8.952877], [-0.072071, -1.686087, -9.630325], [-1.780474, -1.604873, -9.146872], [5.769288, -3.661220, 9.635345], [6.031783, -2.765987, 8.442834], [7.032050, -1.849338, 8.903060], [7.995316, -2.581320, 9.953431], [9.162957, -3.026860, 9.284029], [8.066547, -1.783249, 11.121325], [7.060117, -3.851421, 10.227821], [5.121700, -3.174459, 10.367037], [5.341198, -4.619746, 9.355244], [5.147730, -2.225986, 8.119005], [6.442616, -3.329281, 7.602105], [9.545576, -0.661229, -0.876123], [9.847213, -2.087284, -0.466161], [8.573627, -2.746613, -0.535447], [7.699997, -2.115962, -1.712118], [7.816754, -2.916798, -2.873963], [6.429178, -1.763372, -1.185010], [8.571182, -0.789521, -1.922802], [9.098812, -0.095299, -0.056392], [10.421312, -0.135363, -1.245420], [10.252371, -2.161142, 0.538555], [10.525140, -2.573781, -1.169528], [-8.785055, -2.475801, -1.800772], [-8.161039, -1.592107, -0.741584], [-8.189908, -2.393372, 0.445642], [-8.011676, -3.933131, 0.066929], [-6.639751, -4.288046, 0.244223], [-9.040348, -4.684757, 0.672227], [-8.289601, -3.787565, -1.500476], [-9.873343, -2.491646, -1.723169], [-8.496531, -2.189914, -2.808403], [-8.711203, -0.669318, -0.581918], [-7.119353, -1.361326, -0.976758], [-8.959414, -3.149551, 5.346597], [-10.028022, -2.096973, 5.555887], [-10.716946, -2.042849, 4.301036], [-10.733659, -3.499085, 3.625904], [-11.965103, -4.136059, 3.919038], [-10.249237, -3.388641, 2.298803], [-9.598143, -4.152793, 4.549267], [-8.109382, -2.752430, 4.787327], [-8.609471, -3.583421, 6.279252], [-9.617020, -1.121378, 5.799204], [-10.739699, -2.395908, 6.328071], [-1.062160, 5.656807, -8.396208], [0.193750, 5.732773, -9.238636], [0.808204, 4.445033, -9.063733], [-0.317539, 3.330624, -8.884691], [-0.549323, 2.689302, -10.129427], [-0.025883, 2.588837, -7.710234], [-1.536691, 4.315182, -8.586843], [-0.843962, 5.796723, -7.335936], [-1.821582, 6.368149, -8.707484], [0.872049, 6.517543, -8.917878], [-0.038289, 5.861921, -10.296994]], "atomic_forces_ev_per_a": [[-0.3, 0.0, 0.1], [0.9, 0.0, -0.9], [0.0, 0.6, 0.4], [-0.1, -1.6, 0.7], [0.4, 0.8, 0.0], [0.3, 0.2, -0.5], [0.2, 0.1, 0.0], [-0.3, -0.2, -0.2], [0.0, 0.0, 0.1], [0.4, 0.3, -0.1], [0.0, -0.1, -0.2], [-0.2, -0.2, 0.5], [-0.9, 0.8, -0.3], [-0.2, -0.6, 0.8], [0.7, -0.5, 0.2], [0.3, 0.4, -0.6], [0.2, -0.5, 0.3], [0.5, 1.3, -0.8], [-1.0, -1.4, -0.4], [0.1, 2.6, 2.4], [0.5, 0.3, -0.1], [0.0, 0.4, -0.1], [-0.1, 0.2, -0.4], [-0.4, 0.2, 0.0], [0.4, -0.9, 0.0], [-0.4, 0.7, 0.6], [0.1, 0.1, -0.3], [-0.6, -0.3, -0.5], [0.2, 0.2, 0.3], [0.1, -0.3, -0.2], [0.2, 0.2, 0.3], [0.4, -0.1, 0.3], [-0.2, -0.2, -0.3], [0.4, 0.0, 0.5], [-0.3, 0.1, -0.2], [0.4, 0.2, -0.2], [0.0, 0.0, 0.1], [0.1, 0.1, 0.1], [0.0, 0.0, 0.0], [-0.3, -0.1, 0.3], [-0.3, 0.1, 0.0], [-0.1, -0.3, -0.1], [0.0, 0.0, -0.1], [-0.2, -0.1, 0.0], [-0.2, 0.1, 0.0], [0.1, 0.0, 0.0], [0.0, 0.0, 0.0], [0.0, 0.0, 0.1], [0.1, 0.1, 0.0], [0.2, -0.5, 0.0], [0.1, 0.0, 0.0], [-0.6, 0.1, -0.3], [0.1, 0.2, 0.2], [-0.4, -0.1, 0.3], [0.0, 0.1, -0.1], [-0.2, 0.2, 0.0], [0.0, 0.0, 0.0], [0.2, -0.6, 0.2], [0.0, -0.2, 0.2], [-0.1, 0.1, 0.1], [-0.1, -1.2, -0.9], [0.1, -0.8, -1.0], [0.1, -0.2, 0.0], [0.1, -0.1, 0.1], [0.0, 0.0, 0.0], [0.0, 0.0, 0.1], [0.0, 0.3, -0.1], [-0.2, 0.2, -0.1], [0.2, 0.0, -0.1], [0.1, -0.3, -0.3], [0.1, -0.1, 0.3], [0.0, 0.0, 0.0], [0.0, 0.0, 0.0], [0.0, 0.1, 0.1], [-0.1, 0.0, 0.0], [-0.1, -0.1, -0.2], [-0.2, 0.0, 0.0], [0.0, -0.1, -0.1], [0.0, 0.1, -0.2], [0.1, -0.1, 0.2], [0.0, 0.0, 0.0], [0.2, 0.1, 0.0], [-0.1, -0.1, 0.0], [-0.1, -0.1, 0.1], [0.0, 0.0, 0.0], [0.4, -0.1, -0.4], [-0.1, -0.2, 0.5], [-0.1, 0.1, -0.2], [-0.3, -0.4, -0.1], [0.0, 0.3, 0.0], [0.3, 0.1, 0.1], [0.2, -0.1, 0.1], [0.3, -0.1, 0.3], [-0.1, 0.2, 0.2], [0.2, 0.2, -0.1], [0.0, 0.0, 0.0], [0.4, -0.4, -0.2], [-0.5, 0.1, -0.1], [0.2, 0.1, 0.1], [0.0, 0.0, -0.3], [0.0, 0.1, 0.2], [-0.1, -0.1, 0.0], [-0.2, -0.2, -0.1], [0.0, 0.0, 0.0], [-0.2, 0.0, 0.1], [0.1, -0.1, 0.2], [0.0, 0.0, 0.0], [-0.3, 0.2, 0.2], [0.1, -0.3, -0.3], [-0.2, 0.0, 0.3], [-0.1, -0.1, -0.1], [0.1, 0.0, 0.1], [0.1, 0.1, 0.0], [0.1, 0.0, -0.2], [0.0, 0.0, 0.0], [0.2, -0.1, 0.1], [0.1, 0.2, 0.1], [0.0, 0.0, 0.0], [-0.1, 0.1, 0.4], [0.3, -0.1, -0.3], [-0.1, 0.3, 0.1], [0.2, -0.1, 0.1], [-0.1, 0.1, -0.1], [0.0, -0.1, 0.0], [0.1, -0.2, 0.0], [0.0, 0.0, 0.0], [-0.1, 0.0, -0.2], [-0.2, -0.1, 0.1], [0.0, 0.0, 0.0], [-0.4, 0.1, 0.0], [0.4, 0.1, -0.2], [-0.2, -0.1, -0.1], [-0.1, 0.1, -0.2], [-0.7, 0.0, -0.3], [0.5, -0.5, -0.4], [0.3, 0.1, 0.1], [0.0, 0.0, 0.0], [0.1, -0.2, 0.0], [-0.1, -0.1, 0.2], [0.0, 0.0, 0.0], [0.3, 0.2, -0.1], [-0.2, -0.2, 0.3], [0.3, 0.0, -0.2], [0.1, 0.1, 0.1], [0.0, -0.1, -0.1], [-0.5, 0.5, 0.5], [-0.2, 0.0, 0.1], [0.0, 0.0, 0.0], [-0.1, -0.2, 0.0], [-0.1, 0.1, -0.2], [0.0, 0.0, 0.0], [0.2, 0.2, 0.3], [-0.2, 0.1, -0.4], [-0.1, 0.0, 0.3], [0.1, 0.7, 0.1], [-0.1, -0.2, 0.1], [0.1, 0.1, -0.1], [0.0, 0.0, -0.3], [0.0, 0.0, 0.0], [-0.1, -0.2, -0.1], [0.2, -0.2, 0.1], [0.0, 0.0, 0.0]], "max_force_ev_per_a": 3.55, "charge": 1, "lumo_ha": -0.075, "orbital_gap_ev": 7.8672}